Record 1
Entry from the OMol25 dataset: a cluster of 2 separate species, C36H35BrN4O4S in total in a non-equilibrium geometry (ωB97M-V/def2-TZVPD).

```
! RIJCOSX wB97M-V def2-TZVPD def2/J DEFGRID3
* xyz 0 1
C 5.45 2.50 -0.59
C 4.06 3.01 -0.56
C 3.12 2.53 -1.45
C 1.82 3.00 -1.46
C 0.87 2.42 -2.45
C 1.43 3.97 -0.53
N 0.05 4.42 -0.48
C -1.06 3.68 -0.38
N -2.17 4.43 -0.32
C -3.56 3.97 -0.30
C -3.94 2.99 0.61
C -2.97 2.41 1.58
C -5.24 2.51 0.59
C -6.18 3.01 -0.30
C -7.58 2.50 -0.27
C -5.78 3.98 -1.20
C -4.48 4.46 -1.22
C -4.10 5.44 -2.27
C -1.74 5.78 -0.37
C -0.39 5.78 -0.49
C 2.36 4.46 0.39
C 1.99 5.44 1.44
C 3.66 3.98 0.35
H 6.06 2.97 0.17
H 5.47 1.42 -0.42
H 5.91 2.69 -1.56
H 3.39 1.75 -2.14
H -0.11 2.88 -2.40
H 1.25 2.55 -3.46
H 0.75 1.35 -2.28
H -3.46 1.71 2.25
H -2.19 1.86 1.06
H -2.50 3.19 2.18
H -5.53 1.73 1.27
H -8.19 2.98 -1.04
H -7.61 1.42 -0.45
H -8.04 2.69 0.69
H -6.49 4.35 -1.91
H -4.94 5.62 -2.95
H -3.82 6.40 -1.83
H -3.26 5.08 -2.86
H -2.36 6.65 -0.26
H 0.24 6.64 -0.63
H 2.83 5.62 2.11
H 1.71 6.40 1.00
H 1.15 5.08 2.03
H 4.38 4.35 1.06
C 2.06 -7.21 5.09
C 1.39 -6.47 3.98
C 0.35 -7.06 3.29
C -0.29 -6.38 2.27
C 0.12 -5.11 1.93
S -0.73 -4.25 0.60
O -1.63 -5.28 -0.03
O -1.18 -2.94 1.17
N 0.58 -3.94 -0.48
C 1.34 -4.88 -1.15
C 1.33 -6.28 -1.11
C 2.25 -6.96 -1.88
C 3.16 -6.26 -2.69
C 3.17 -4.90 -2.75
Br 4.43 -4.03 -3.84
C 2.25 -4.18 -1.97
C 1.98 -2.79 -1.79
N 2.62 -1.64 -2.42
O 2.41 -1.42 -3.62
O 3.35 -0.92 -1.73
C 0.95 -2.69 -0.87
C 1.16 -4.51 2.60
C 1.79 -5.19 3.63
H 2.86 -6.62 5.54
H 1.36 -7.46 5.88
H 2.51 -8.13 4.73
H 0.02 -8.05 3.57
H -1.11 -6.83 1.73
H 0.61 -6.79 -0.51
H 2.27 -8.03 -1.86
H 3.89 -6.80 -3.27
H 0.48 -1.78 -0.52
H 1.45 -3.51 2.33
H 2.59 -4.72 4.17
*
```

Kohn-Sham gap   7.572 eV
HOMO level   -7.7 eV

***

Record 2
Entry from the OMol25 dataset: the molecule C36H35F5N2O6 in a non-equilibrium geometry (ωB97M-V/def2-TZVPD).

```
! RIJCOSX wB97M-V def2-TZVPD def2/J DEFGRID3
* xyz 0 1
C -3.65 5.06 -0.06
C -2.32 4.43 -0.30
O -2.20 3.37 0.69
C -1.16 2.58 0.33
O -0.32 2.89 -0.52
C -1.31 1.11 0.81
C -0.01 0.80 1.56
O 0.21 -0.25 2.14
O 0.96 1.76 1.43
C 2.15 1.73 2.31
C 3.07 2.88 1.89
C -2.42 1.04 1.83
O -3.59 0.96 1.53
C -2.17 1.09 3.33
C -1.36 2.05 3.94
C -1.37 2.16 5.33
C -2.18 1.31 6.10
C -2.97 0.33 5.49
C -2.98 0.23 4.10
C -2.04 0.31 -0.74
C -1.20 -0.84 -0.71
C 0.17 -0.74 -0.64
N 1.03 -1.77 -0.80
C 2.45 -1.48 -0.99
C 2.79 -0.83 -2.31
C 4.28 -0.65 -2.39
C 5.09 -1.43 -3.23
F 4.51 -2.33 -4.07
C 6.48 -1.34 -3.19
F 7.24 -2.10 -3.99
C 7.08 -0.42 -2.33
F 8.42 -0.30 -2.30
C 6.29 0.39 -1.51
F 6.86 1.31 -0.71
C 4.91 0.27 -1.57
F 4.13 1.05 -0.76
C 3.06 -2.90 -0.94
O 4.25 -3.17 -0.81
N 2.01 -3.78 -1.00
C 2.27 -5.19 -1.04
C 0.68 -3.16 -1.11
C 0.19 -3.36 -2.55
C -0.26 -3.82 -0.10
C -3.50 0.04 -0.96
C -4.33 1.17 -1.09
C -5.60 1.09 -1.67
C -6.11 -0.15 -2.05
C -5.33 -1.30 -1.89
C -4.07 -1.21 -1.26
H -3.83 5.82 -0.81
H -4.44 4.31 -0.16
H -3.74 5.52 0.91
H -2.28 3.98 -1.29
H -1.49 5.14 -0.19
H 1.81 1.86 3.35
H 2.64 0.76 2.16
H 3.92 2.92 2.59
H 3.46 2.71 0.87
H 2.56 3.86 1.91
H -0.77 2.75 3.33
H -0.76 2.91 5.82
H -2.18 1.38 7.19
H -3.61 -0.34 6.03
H -3.63 -0.47 3.57
H -1.70 1.19 -1.48
H -1.58 -1.81 -0.96
H 0.62 0.23 -0.54
H 2.83 -0.87 -0.14
H 2.44 -1.47 -3.14
H 2.28 0.15 -2.38
H 3.34 -5.35 -0.95
H 1.77 -5.68 -0.21
H 1.91 -5.64 -1.96
H 0.99 -3.15 -3.27
H -0.11 -4.41 -2.68
H -0.67 -2.72 -2.78
H 0.13 -3.69 0.91
H -1.26 -3.39 -0.15
H -0.34 -4.89 -0.34
H -3.94 2.11 -0.77
H -6.15 2.02 -1.80
H -7.10 -0.20 -2.52
H -5.70 -2.25 -2.27
H -3.54 -2.15 -1.09
*
```

Kohn-Sham gap   7.663 eV
Energy relative to the best compared isomer or geometry (same formula, charge and spin)   9.66 kcal per mole
Structure (SMILES)   CCOC(=O)C(C(=O)OCC)(C(=O)c1ccccc1)[C@@H](/C=C/N1[C@H](Cc2c(F)c(F)c(F)c(F)c2F)C(=O)N(C)C1(C)C)c1ccccc1
HOMO level   -7.6 eV

***

Record 3
Entry from the OMol25 dataset: a structure of composition C36H35N2O7STeW in a non-equilibrium geometry (ωB97M-V/def2-TZVPD).

```
! RIJCOSX wB97M-V def2-TZVPD def2/J DEFGRID3
* xyz 1 1
W 0.07 -0.42 -0.65
O 2.99 -0.42 1.51
C 2.69 -0.68 0.37
O 1.86 0.08 -0.33
C 3.31 -1.85 -0.41
C 3.15 -1.55 -1.91
C 3.93 -2.56 -2.74
C 3.02 -3.80 -2.65
C 1.92 -3.29 -1.71
O 1.76 -1.91 -2.10
C 2.49 -3.16 -0.28
C 1.30 -3.06 0.69
O 0.95 -3.99 1.36
O 0.69 -1.89 0.64
H 4.34 -1.96 -0.06
H 3.31 -0.50 -2.16
H 4.92 -2.73 -2.33
H 4.04 -2.23 -3.77
H 3.52 -4.67 -2.24
H 2.60 -4.06 -3.62
H 0.96 -3.80 -1.79
H 3.10 -4.02 0.00
O 0.64 0.41 -2.37
N 0.27 0.03 -3.62
C 1.20 -0.13 -4.58
C 0.84 -0.51 -5.84
C -0.52 -0.71 -6.12
C -1.46 -0.49 -5.15
C -1.06 -0.11 -3.86
S -2.07 0.23 -2.55
H 2.22 0.07 -4.29
H 1.58 -0.66 -6.60
H -0.82 -1.01 -7.11
H -2.52 -0.60 -5.34
C -0.27 4.91 6.84
C -0.20 3.99 5.66
C -1.34 3.37 5.17
C -1.29 2.49 4.09
C -2.60 1.90 3.66
C -0.06 2.22 3.47
Te 0.09 0.59 1.93
N -1.64 -0.77 0.19
C -1.67 -1.82 -0.53
O -0.71 -1.91 -1.50
C -2.68 -2.88 -0.40
C -3.34 -3.37 -1.52
C -4.37 -4.28 -1.34
C -4.70 -4.71 -0.07
C -4.04 -4.22 1.04
C -3.03 -3.28 0.88
C -0.56 1.78 0.23
C -1.95 1.96 0.09
C -2.48 2.78 -0.89
C -1.63 3.38 -1.81
C -0.26 3.24 -1.66
C 0.30 2.51 -0.61
C 1.76 2.74 -0.31
C 1.10 2.83 3.97
C 2.49 2.60 3.45
C 1.00 3.71 5.04
H -1.29 5.10 7.13
H 0.22 5.85 6.61
H 0.25 4.46 7.69
H -2.28 3.55 5.65
H -3.26 1.79 4.52
H -2.46 0.92 3.20
H -3.09 2.57 2.96
H -3.07 -3.00 -2.49
H -4.91 -4.65 -2.19
H -5.50 -5.43 0.06
H -4.30 -4.55 2.03
H -2.51 -2.85 1.73
H -2.62 1.46 0.79
H -3.54 2.95 -0.94
H -2.03 3.98 -2.61
H 0.40 3.77 -2.34
H 1.92 3.82 -0.23
H 2.39 2.37 -1.12
H 2.06 2.28 0.63
H 2.54 1.75 2.78
H 3.15 2.40 4.29
H 2.85 3.50 2.95
H 1.90 4.17 5.42
*
```

Kohn-Sham gap (spin up / spin down)   5.346 / 5.789 eV
Energy relative to the best compared isomer or geometry (same formula, charge and spin)   98.21 kcal per mole
HOMO level (spin up / spin down)   -10.4 / -10.6 eV

***

Record 4
Entry from the OMol25 dataset: a structure of composition C36H36AsBr4GeN4O6Tc in a non-equilibrium geometry (ωB97M-V/def2-TZVPD).

```
! RIJCOSX wB97M-V def2-TZVPD def2/J DEFGRID3
* xyz 0 1
Tc 0.07 -0.12 0.32
Br 3.75 5.54 0.50
C 3.14 3.77 0.80
C 4.02 2.80 1.28
Br 5.82 3.24 1.66
C 3.57 1.51 1.50
Br 4.63 0.17 2.28
C 2.25 1.16 1.19
O 1.78 -0.03 1.42
C 1.35 2.15 0.73
O 0.08 1.82 0.60
C 1.81 3.45 0.54
Br 0.55 4.76 0.02
O 2.01 -0.63 -3.32
C 1.62 -0.70 -2.18
O 1.11 0.22 -1.47
C 1.65 -2.08 -1.46
O 2.12 -3.10 -1.84
O 1.07 -2.03 -0.17
C -2.12 1.71 -1.08
N -3.30 1.97 -1.87
C -3.08 1.48 -3.23
N -2.81 0.05 -3.22
C -1.64 -0.20 -2.42
N -1.80 0.26 -1.01
C -3.00 -0.43 -0.47
N -4.19 -0.18 -1.26
C -4.43 1.26 -1.30
C -3.95 -0.63 -2.63
H -2.29 2.08 -0.07
H -1.27 2.23 -1.52
H -2.25 2.01 -3.69
H -3.99 1.66 -3.81
H -0.79 0.32 -2.86
H -1.44 -1.27 -2.40
H -3.17 -0.09 0.55
H -2.80 -1.51 -0.46
H -4.60 1.62 -0.28
H -5.31 1.45 -1.91
H -4.83 -0.42 -3.23
H -3.76 -1.71 -2.62
C -2.35 1.56 2.85
As -0.98 0.17 2.60
C -1.74 -1.30 3.67
C 0.32 0.83 3.91
H -2.47 1.77 3.92
H -3.31 1.25 2.44
H -2.02 2.47 2.35
H -2.04 -0.95 4.66
H -0.96 -2.06 3.78
H -2.59 -1.74 3.16
H -0.13 0.86 4.90
H 0.66 1.83 3.63
H 1.19 0.17 3.93
C -0.27 -2.04 0.08
Ge -0.78 -3.93 0.47
C 0.73 -4.65 1.57
C 0.65 -4.91 2.93
C 1.72 -5.44 3.62
C 2.91 -5.68 2.96
C 3.01 -5.43 1.61
C 1.92 -4.93 0.91
C -0.80 -4.84 -1.31
C -1.04 -6.21 -1.30
C -1.06 -6.93 -2.48
C -0.81 -6.30 -3.68
C -0.57 -4.94 -3.70
C -0.58 -4.21 -2.53
C -2.64 -4.00 1.17
C -3.68 -3.89 0.24
C -5.00 -3.92 0.65
C -5.32 -4.10 1.98
C -4.30 -4.26 2.91
C -2.98 -4.20 2.50
H -0.26 -4.70 3.46
H 1.62 -5.66 4.67
H 3.76 -6.07 3.51
H 3.94 -5.61 1.09
H 2.01 -4.77 -0.16
H -1.21 -6.70 -0.35
H -1.27 -7.99 -2.46
H -0.81 -6.86 -4.60
H -0.36 -4.44 -4.64
H -0.41 -3.14 -2.57
H -3.44 -3.81 -0.81
H -5.79 -3.81 -0.09
H -6.35 -4.12 2.30
H -4.54 -4.45 3.94
H -2.20 -4.31 3.24
*
```

Kohn-Sham gap   6.063 eV
Energy relative to the best compared isomer or geometry (same formula, charge and spin)   27.90 kcal per mole
HOMO level   -7.4 eV

***

Record 5
Entry from the OMol25 dataset: a structure of composition C36H36AsN3O6PbS in a non-equilibrium geometry (ωB97M-V/def2-TZVPD).

```
! RIJCOSX wB97M-V def2-TZVPD def2/J DEFGRID3
* xyz 0 1
Pb 0.98 1.66 1.21
S -2.63 0.06 1.21
C -3.10 -1.59 1.13
C -4.48 -1.92 1.12
C -4.96 -3.24 1.10
C -3.97 -4.26 0.98
C -2.61 -3.94 1.03
C -2.13 -2.62 1.16
As -0.20 -2.15 1.39
C 0.16 -3.23 3.00
C 0.42 -2.43 4.13
C 1.05 -2.97 5.25
C 1.36 -4.34 5.29
C 1.13 -5.16 4.14
C 0.49 -4.58 3.04
C 0.47 -3.39 0.06
C -0.29 -3.63 -1.08
C 0.26 -4.35 -2.15
C 1.54 -4.82 -2.09
C 2.31 -4.61 -0.94
C 1.76 -3.94 0.12
H -5.16 -1.06 1.09
H -6.01 -3.46 1.28
H -4.23 -5.31 0.95
H -1.88 -4.75 0.98
H 0.15 -1.35 4.13
H 1.33 -2.23 6.02
H 1.84 -4.81 6.13
H 1.38 -6.21 4.12
H 0.29 -5.24 2.22
H -1.31 -3.16 -1.12
H -0.36 -4.54 -3.06
H 1.98 -5.30 -2.94
H 3.38 -4.91 -0.87
H 2.35 -3.78 1.05
N -0.63 2.52 3.08
C -0.21 1.93 4.33
C 1.19 1.28 4.31
O 1.51 0.73 5.38
O 1.92 1.27 3.24
H -0.40 3.52 2.91
H -1.60 2.39 2.89
H -0.93 1.13 4.59
H -0.26 2.72 5.11
C 4.93 0.09 -1.30
C 3.52 0.08 -0.89
N 2.48 0.06 -0.34
H 5.07 -0.68 -2.06
H 5.60 -0.08 -0.46
H 5.18 1.08 -1.73
O 4.20 2.89 0.21
C 3.44 3.82 0.41
C 3.63 5.26 -0.01
C 2.33 5.99 0.34
C 1.50 4.88 0.97
O 0.34 5.03 1.41
N 2.21 3.71 1.05
H 3.94 5.26 -1.04
H 4.49 5.65 0.52
H 1.85 6.38 -0.56
H 2.54 6.84 0.98
C -2.04 3.54 -6.38
C -1.80 2.83 -5.05
C -2.10 3.57 -3.88
C -2.16 2.93 -2.68
C -2.74 3.57 -1.42
C -1.57 1.62 -2.63
C -1.04 0.97 -3.77
C -0.42 -0.37 -3.78
C -1.27 1.56 -5.00
C -1.62 0.81 -1.29
O -2.80 0.67 -0.76
O -0.55 0.28 -0.91
H -2.29 4.56 -6.19
H -2.81 3.02 -6.95
H -1.13 3.51 -6.98
H -2.45 4.59 -3.97
H -3.19 4.55 -1.64
H -1.93 3.73 -0.76
H -3.49 2.94 -0.97
H 0.18 -0.60 -2.89
H 0.19 -0.40 -4.66
H -1.19 -1.13 -3.98
H -0.96 1.03 -5.87
*
```

Kohn-Sham gap   6.609 eV
Energy relative to the best compared isomer or geometry (same formula, charge and spin)   0.00 kcal per mole
HOMO level   -8.5 eV